1.
Formula: C18H22CoN4O2
Source: the Open Molecules 2025 dataset
Level of theory: ωB97M-V with the def2-TZVPD basis set

XYZ file:
```
47
Properties=species:S:1:pos:R:3:lowdin_charge:R:1
Co 0.561 -0.229 0.250 0.863
N 0.515 -0.201 2.513 0.004
C 1.768 0.136 3.244 -0.196
C 2.989 -0.481 2.572 -0.089
C 3.273 0.268 1.297 -0.582
O 4.241 0.953 1.123 0.127
O 2.341 0.102 0.352 -0.167
H -0.237 0.395 2.844 0.101
H 0.243 -1.147 2.758 0.068
H 1.702 -0.199 4.278 0.123
H 1.866 1.221 3.260 0.128
H 2.798 -1.536 2.352 0.130
H 3.857 -0.406 3.220 0.131
C 0.304 0.993 -2.592 -0.069
N 0.673 -0.292 -1.975 -0.300
C 2.083 -0.593 -2.315 -0.069
C -0.205 -1.381 -2.469 -0.136
C -0.783 -2.204 -1.351 -0.228
C -1.622 -3.276 -1.646 -0.028
C -2.140 -4.061 -0.632 -0.053
C -1.820 -3.787 0.695 -0.068
C -0.989 -2.720 0.995 -0.104
C -0.475 -1.917 -0.024 -0.126
H 0.461 0.959 -3.674 0.106
H 0.925 1.789 -2.182 0.093
H -0.743 1.220 -2.401 0.083
H 2.200 -0.658 -3.401 0.104
H 2.374 -1.539 -1.864 0.103
H 2.732 0.184 -1.925 0.086
H 0.369 -2.031 -3.133 0.136
H -1.009 -0.956 -3.073 0.133
H -1.858 -3.499 -2.682 0.125
H -2.788 -4.894 -0.872 0.115
H -2.214 -4.402 1.493 0.113
H -0.756 -2.543 2.037 0.079
N -3.663 5.877 0.134 0.208
C -3.008 4.934 0.173 -0.146
C -2.190 3.748 0.222 -0.186
C -2.773 2.491 0.096 0.026
C -1.956 1.381 0.139 -0.088
N -0.629 1.476 0.298 -0.025
C -0.071 2.686 0.425 -0.084
C -0.815 3.848 0.392 0.030
H -3.840 2.384 -0.034 0.136
H -2.363 0.381 0.042 0.126
H 1.006 2.714 0.547 0.131
H -0.334 4.810 0.493 0.137
```

Properties
Frontier orbital gap (alpha / beta) (eV): 8.38 / 7.64
E_HOMO (alpha / beta) (eV): -12.40 / -12.49
Charge: +1
E_LUMO (alpha / beta) (eV): -4.0 / -4.9
Multiplicity: 5

=====

2.
Formula: C18H22F2N4O3S
Source: the Open Molecules 2025 dataset
Level of theory: ωB97M-V with the def2-TZVPD basis set

XYZ file:
```
50
Properties=species:S:1:pos:R:3:nbo_charge:R:1
C 2.920 1.367 4.037 -0.570
C 1.929 0.292 3.406 -0.228
N 0.859 0.899 2.548 -0.617
C -0.027 0.178 2.021 0.138
C 0.030 -1.066 2.008 -0.230
C -0.728 -1.955 1.292 -0.283
C -1.743 -1.392 0.805 -0.190
C -2.019 0.187 0.668 -0.202
C -1.029 0.944 1.338 0.128
N -1.253 2.222 1.490 -0.547
H -1.978 2.477 0.870 0.376
C -0.092 3.265 0.872 -0.336
C 0.241 2.786 -0.258 0.575
O 0.072 3.143 -1.529 -0.616
N 1.157 1.734 -0.281 -0.633
C 1.823 0.727 -1.204 -0.028
C 0.983 0.411 -2.290 0.461
C 1.657 -0.408 -3.331 -0.267
C 2.778 -0.897 -3.344 -0.232
C 3.644 -0.713 -2.049 -0.201
C 2.970 0.313 -1.108 0.366
F 3.824 0.388 0.021 -0.345
H 4.590 -1.094 -1.936 0.216
H 3.450 -1.657 -3.951 0.251
H 0.981 -0.383 -4.509 0.214
F -0.284 0.860 -2.688 -0.294
H 1.511 1.445 0.832 0.412
H -0.604 4.121 0.693 0.251
H 0.772 3.133 1.749 0.250
H -2.848 0.459 0.280 0.197
S -3.133 -2.187 -0.329 2.389
O -2.782 -3.472 -0.295 -0.975
O -4.405 -1.948 0.351 -0.981
N -3.131 -1.430 -1.603 -0.741
C -1.929 -1.844 -2.410 -0.479
H -1.974 -2.964 -3.036 0.210
H -1.919 -1.049 -3.374 0.237
H -0.945 -2.014 -1.793 0.248
C -4.313 -1.555 -2.488 -0.342
H -4.310 -2.558 -3.011 0.180
H -4.384 -0.935 -3.122 0.175
H -4.905 -1.529 -1.727 0.230
H -0.605 -2.989 1.158 0.248
H 1.017 -1.694 2.487 0.203
H 0.613 1.832 3.123 0.397
H 2.513 -0.295 2.769 0.200
H 1.610 -0.365 4.325 0.198
H 2.207 1.991 4.838 0.189
H 3.715 1.101 4.461 0.193
H 3.475 2.119 3.221 0.206
```

Properties
Frontier orbital gap (eV): 8.36
Energy relative to the best compared isomer or geometry (same formula, charge and spin) (kcal/mol): 452.7
E_HOMO (eV): -8.47
E_LUMO (eV): -0.1

=====

3.
Formula: C18H22F4N4Ru
Source: the Open Molecules 2025 dataset
Level of theory: ωB97M-V with the def2-TZVPD basis set

XYZ file:
```
49
Properties=species:S:1:pos:R:3:nbo_charge:R:1
Ru -0.156 -0.485 -0.225 1.168
C -2.172 -0.893 -2.424 -0.435
N -2.091 -0.294 -1.090 -0.391
C -3.047 -0.927 -0.173 -0.430
C -2.334 1.161 -1.119 -0.242
C -1.094 1.918 -1.595 -0.276
N 0.075 1.294 -1.012 -0.420
C 1.315 1.710 -1.378 0.070
C 2.420 0.852 -1.156 0.277
F 2.125 -0.421 -0.691 -0.314
C 3.723 1.195 -1.459 0.371
F 4.694 0.317 -1.265 -0.268
C 4.012 2.455 -1.968 -0.275
C 2.960 3.322 -2.220 0.370
F 3.199 4.509 -2.739 -0.259
C 1.639 2.964 -1.958 0.324
F 0.666 3.837 -2.234 -0.282
H -3.176 -0.754 -2.844 0.231
H -1.976 -1.967 -2.368 0.223
H -1.447 -0.437 -3.102 0.226
H -4.070 -0.611 -0.404 0.234
H -2.813 -0.635 0.861 0.221
H -2.995 -2.014 -0.262 0.230
H -2.561 1.471 -0.094 0.223
H -3.194 1.400 -1.758 0.241
H -1.198 2.968 -1.292 0.261
H -1.019 1.914 -2.693 0.231
H 5.028 2.745 -2.183 0.284
C 0.127 -4.937 -0.608 -0.762
C -0.080 -3.573 -0.312 0.534
N -0.283 -2.466 -0.055 -0.488
H -0.357 -5.563 0.143 0.302
H 1.197 -5.165 -0.625 0.299
H -0.301 -5.169 -1.586 0.297
C 1.439 -2.169 2.457 -0.680
C 0.708 -0.960 2.855 0.344
C 0.464 -0.547 4.200 -0.236
C -0.180 0.660 4.130 -0.227
C -0.326 0.964 2.743 0.339
C -0.927 2.184 2.190 -0.682
N 0.194 -0.043 1.992 -0.636
H 2.308 -2.311 3.100 0.272
H 1.760 -2.125 1.416 0.222
H 0.803 -3.046 2.613 0.254
H 0.750 -1.097 5.074 0.255
H -0.518 1.279 4.935 0.254
H -0.799 3.016 2.882 0.270
H -2.006 2.047 2.073 0.248
H -0.485 2.429 1.225 0.231
```

Properties
Frontier orbital gap (alpha / beta) (eV): 8.23 / 6.65
Energy relative to the best compared isomer or geometry (same formula, charge and spin) (kcal/mol): 10.5
E_HOMO (alpha / beta) (eV): -14.61 / -14.95
Charge: +2
E_LUMO (alpha / beta) (eV): -6.4 / -8.3
Multiplicity: 5

=====

4.
Formula: C18H22F5IrN14OTe
Source: the Open Molecules 2025 dataset
Level of theory: ωB97M-V with the def2-TZVPD basis set

XYZ file:
```
62
Properties=species:S:1:pos:R:3:nbo_charge:R:1
Ir -0.414 0.028 0.259 0.858
N 0.101 -3.612 -1.339 -0.528
C -1.063 -3.019 -0.953 0.420
N -2.279 -3.561 -1.095 -0.274
N -3.128 -2.679 -0.680 0.016
N -2.513 -1.638 -0.261 -0.209
N -1.170 -1.808 -0.380 -0.432
C 1.233 -2.882 -1.540 0.610
N 2.426 -3.419 -1.471 -0.263
N 3.483 -2.726 -1.491 0.094
N 3.385 -1.339 -1.280 -0.207
N 1.125 -1.515 -1.733 -0.575
H 0.080 -4.597 -1.570 0.469
N 1.942 2.472 0.460 -0.533
C 2.523 1.373 -0.133 0.446
C 3.923 1.506 -0.329 -0.349
C 4.838 0.566 -0.785 -0.144
C 4.597 -0.741 -1.166 -0.078
C 2.145 -0.728 -1.220 0.688
N 1.752 0.327 -0.505 -0.547
C 0.660 2.847 0.754 0.404
C 0.423 4.205 1.016 -0.279
C -0.843 4.625 1.352 -0.093
C -1.862 3.687 1.467 -0.278
C -1.555 2.363 1.230 0.569
N -0.326 1.945 0.879 -0.531
H 2.594 3.243 0.557 0.425
H 4.338 2.466 -0.061 0.225
H 5.871 0.875 -0.818 0.255
H 5.407 -1.410 -1.408 0.257
H 0.270 -1.072 -2.057 0.513
H 1.235 4.910 0.937 0.230
H -1.042 5.668 1.535 0.246
H -2.869 3.970 1.720 0.252
H -3.355 1.648 1.226 0.554
F -2.854 2.482 -0.995 -0.679
Te -2.461 0.548 -1.250 2.623
F -0.798 1.533 -2.031 -0.716
F -1.663 -0.740 -2.630 -0.710
F -3.432 0.865 -2.805 -0.577
F -4.305 0.532 -0.447 -0.661
O -2.439 1.354 1.383 -0.690
C 1.578 -1.293 2.379 -0.249
C 1.956 -1.861 3.784 -0.247
N 0.795 -1.829 4.633 -0.407
C -0.257 -2.647 4.086 -0.246
C -0.649 -2.094 2.681 -0.259
N 0.164 -0.914 2.384 -0.442
C -0.067 0.101 3.414 -0.261
C 0.334 -0.476 4.805 -0.245
H 1.740 -2.046 1.606 0.194
H 2.180 -0.413 2.145 0.201
H 2.744 -1.261 4.243 0.213
H 2.310 -2.889 3.703 0.214
H -1.109 -2.624 4.766 0.219
H 0.096 -3.675 4.013 0.214
H -1.702 -1.813 2.653 0.230
H -0.465 -2.851 1.919 0.208
H -1.121 0.375 3.400 0.226
H 0.532 0.982 3.180 0.205
H -0.518 -0.478 5.484 0.218
H 1.132 0.114 5.255 0.211
```

Properties
Frontier orbital gap (alpha / beta) (eV): 5.23 / 5.23
Energy relative to the best compared isomer or geometry (same formula, charge and spin) (kcal/mol): 128.7
E_HOMO (alpha / beta) (eV): -11.03 / -11.04
Charge: +1
E_LUMO (alpha / beta) (eV): -5.8 / -5.8
Multiplicity: 2

=====

5.
Formula: C18H22IrN5O4
Source: the Open Molecules 2025 dataset
Level of theory: ωB97M-V with the def2-TZVPD basis set

XYZ file:
```
50
Properties=species:S:1:pos:R:3:nbo_charge:R:1
Ir 0.224 0.197 0.002 1.565
C -0.418 3.686 -0.221 -0.285
C -0.315 3.161 1.153 -0.316
N -0.821 1.744 1.259 -0.581
C -0.937 1.321 2.694 -0.273
C 0.183 0.400 3.113 0.209
C 0.546 0.168 4.427 -0.208
C 1.470 -0.836 4.690 -0.078
C 1.980 -1.599 3.646 -0.204
C 1.582 -1.300 2.357 0.203
C 1.954 -2.117 1.140 -0.267
N 1.851 -1.278 -0.092 -0.580
C 3.146 -0.557 -0.370 -0.235
C 2.796 0.786 -0.996 -0.299
N 1.712 1.327 -0.188 -0.441
N 0.734 -0.295 2.119 -0.487
H 0.321 4.376 -0.598 0.226
H -1.369 3.635 -0.735 0.188
H -0.932 3.762 1.836 0.255
H 0.697 3.190 1.562 0.212
H -1.762 1.761 0.868 0.413
H -1.883 0.787 2.821 0.246
H -0.989 2.203 3.332 0.256
H 0.109 0.748 5.228 0.266
H 1.779 -1.036 5.708 0.272
H 2.670 -2.412 3.831 0.267
H 1.271 -2.962 1.043 0.264
H 2.967 -2.514 1.223 0.256
H 1.631 -1.894 -0.875 0.434
H 3.786 -1.170 -1.004 0.263
H 3.641 -0.419 0.590 0.231
H 2.417 0.658 -2.012 0.250
H 3.637 1.478 -1.024 0.273
H 1.925 2.070 0.469 0.397
O -1.219 1.667 -4.004 -0.587
C -1.076 1.080 -2.857 0.814
O -0.002 0.922 -2.280 -0.654
C -2.324 0.523 -2.266 0.063
C -3.557 0.446 -2.889 -0.130
C -4.564 -0.287 -2.261 -0.105
C -4.296 -0.960 -1.077 -0.152
C -3.022 -0.810 -0.547 0.096
N -2.083 -0.055 -1.085 -0.468
C -2.359 -1.588 0.597 0.728
O -3.220 -2.180 1.308 -0.051
O -1.138 -1.584 0.692 -0.630
H -0.369 1.965 -4.375 0.539
H -3.725 0.917 -3.849 0.284
H -5.539 -0.368 -2.725 0.281
H -5.034 -1.596 -0.606 0.281
```

Properties
Frontier orbital gap (alpha / beta) (eV): 7.52 / 5.94
Energy relative to the best compared isomer or geometry (same formula, charge and spin) (kcal/mol): 60.6
E_HOMO (alpha / beta) (eV): -17.62 / -18.85
Charge: +3
E_LUMO (alpha / beta) (eV): -10.1 / -12.9
Multiplicity: 6